{"formula": "C5H8O", "method": "ωB97M-V/def2-TZVPD", "multiplicity": 1, "total_energy_ev": -7356.462, "orbital_gap_ev": 8.64, "lumo_energy_ev": 0.1, "charge": 0, "e_above_lowest_kcal_mol": 133.59, "elements": ["C", "C", "C", "C", "O", "C", "H", "H", "H", "H", "H", "H", "H", "H"], "coordinates": [[1.643214, -0.095789, -0.123073], [0.237312, 0.109802, 0.430949], [-0.844285, 1.171468, 0.171860], [-1.704753, -0.080379, -0.109498], [-0.509399, -0.828880, -0.350920], [1.582389, -1.617039, 0.007356], [1.713526, 0.355518, -1.124254], [2.458557, 0.254882, 0.524248], [0.237302, -0.187095, 1.486035], [-0.644119, 1.736553, -0.742055], [-1.146594, 1.815053, 1.000435], [-2.405606, -0.074914, -0.952786], [-2.176424, -0.497807, 0.790247], [1.558874, -2.061374, -1.008544]], "atomic_forces_ev_per_a": [[0.1, -0.2, -0.1], [0.3, 0.0, 0.3], [0.1, 0.1, 0.0], [-0.3, 0.1, 0.1], [-0.5, -0.6, -0.3], [0.5, 0.3, -0.4], [0.1, -0.2, 0.1], [-0.3, 0.1, 0.0], [-0.1, 0.0, 0.0], [-0.1, 0.0, 0.1], [0.1, 0.0, -0.2], [0.2, 0.0, 0.2], [-0.2, 0.3, -0.1], [0.0, 0.2, 0.2]]}